176
Properties=species:S:1:pos:R:3:forces:R:3:mulliken_charge:R:1 method="wB97M-V/def2-TZVPD" e_lumo_ev=0.76 multiplicity=1 homo_lumo_gap_ev=10.395 homo_ev=-9.64 e_tot_ha=-2204.8893 smiles=CCCCCC.CCCCCC.CCCCCC.CCCCCC.CCCCCC.CCCCCC.CCCCCC.CCCCCC.COCCOC
C 3.610162 -5.967105 -2.792577 -0.604 -0.205 -0.148 -1.14
C 2.242163 -6.384332 -2.257247 0.735 -0.127 1.075 -0.45
C 1.122971 -5.565724 -2.808227 -0.575 0.492 -1.091 -0.29
C -0.197413 -5.726725 -2.053649 0.917 0.143 0.699 0.40
C -0.703418 -7.158079 -1.928308 -0.719 0.133 -1.229 -0.47
C -2.134002 -7.182863 -1.395953 -0.660 0.063 -0.840 -1.31
H 4.392428 -6.580069 -2.348159 0.143 0.058 -0.110 0.38
H 3.766494 -4.917404 -2.522964 0.198 -0.122 -0.232 0.00
H 3.609529 -6.090523 -3.882345 0.297 0.174 0.150 0.40
H 2.051257 -7.445960 -2.398831 0.084 -0.158 -0.183 0.45
H 2.282611 -6.248324 -1.164458 -0.154 -0.058 -0.087 0.25
H 0.965904 -5.849807 -3.862959 0.005 0.009 0.121 0.57
H 1.445944 -4.504645 -2.869199 -0.342 -0.352 0.286 -0.23
H -0.005569 -5.349332 -1.047811 -0.139 0.160 0.252 -0.61
H -0.961280 -5.081785 -2.476040 -0.215 0.020 -0.209 0.37
H -0.714967 -7.568460 -2.950942 0.048 -0.124 0.187 0.32
H -0.050764 -7.799183 -1.346254 0.160 0.037 0.207 0.35
H -2.776968 -6.443878 -1.936354 0.587 -0.330 0.513 0.31
H -2.657366 -8.133181 -1.540974 0.350 -0.109 0.005 0.39
H -2.157833 -6.984413 -0.341994 -0.100 0.350 0.610 0.32
C -3.707621 -0.457153 3.068978 -0.563 -0.240 -0.041 -0.52
C -4.538245 -0.385672 1.757758 1.329 0.386 0.106 0.92
C -6.014202 -0.417164 2.015628 -1.513 0.861 -0.094 -1.34
C -6.525507 0.785114 2.850231 0.742 -0.884 0.304 -0.11
C -8.041648 0.792102 2.975992 0.017 1.004 -0.840 -0.52
C -8.631247 1.873801 3.883363 -0.212 -0.442 0.028 -1.27
H -2.635981 -0.624806 2.945562 -0.077 0.025 -0.388 -0.13
H -4.098452 -1.298124 3.658213 0.138 0.190 0.117 0.49
H -3.816967 0.462793 3.661574 -0.048 -0.311 -0.146 -0.12
H -4.247663 0.556487 1.245351 -0.281 -0.487 -0.004 -0.12
H -4.273975 -1.215672 1.092035 0.150 0.126 0.090 -0.09
H -6.328634 -1.372022 2.452910 0.122 0.091 0.149 0.36
H -6.609305 -0.308599 1.087680 0.522 -0.393 -0.009 0.37
H -6.024771 0.781167 3.824827 -0.224 0.018 0.109 0.32
H -6.143606 1.665325 2.327468 -0.261 0.303 0.086 0.15
H -8.409451 1.063166 1.975500 -0.066 -0.443 -0.015 0.31
H -8.428372 -0.200342 3.203184 0.013 -0.041 0.170 0.37
H -8.189352 2.846434 3.667353 0.111 0.007 0.064 0.30
H -9.706834 1.958614 3.669112 0.242 -0.004 0.302 0.38
H -8.488162 1.632364 4.940883 -0.041 0.174 -0.069 0.32
C 0.419179 -4.033078 3.977413 0.240 0.103 -0.476 -1.24
C 0.306126 -2.520049 4.183832 -0.981 -0.018 0.110 0.26
C 1.543235 -1.682259 3.992454 1.026 -0.168 0.743 0.40
C 1.368008 -0.194600 4.233852 -0.983 0.064 0.284 -0.16
C 2.672952 0.559007 4.113341 0.251 -0.448 -0.969 0.32
C 2.588750 2.053368 4.367282 -0.117 -0.414 0.344 -1.21
H 0.803654 -4.272962 2.975173 -0.025 0.054 0.248 0.11
H -0.559639 -4.533301 4.056623 0.342 0.230 0.178 0.36
H 1.113257 -4.457629 4.705569 -0.093 -0.137 -0.011 0.42
H -0.484396 -2.130684 3.523464 0.030 -0.031 0.177 -0.39
H -0.024762 -2.366374 5.223264 -0.155 0.111 -0.269 0.52
H 1.990737 -1.777070 3.008848 0.031 -0.391 -0.317 -0.67
H 2.298683 -2.027669 4.730423 -0.112 -0.006 -0.442 0.51
H 0.617629 0.193207 3.518966 0.281 0.040 0.140 -0.36
H 0.925361 -0.039199 5.227332 0.048 0.027 -0.003 0.49
H 3.425522 0.066591 4.742259 -0.046 0.225 0.022 0.42
H 3.016363 0.395500 3.071932 0.041 0.092 0.311 -0.35
H 1.642457 2.442163 3.986784 0.131 0.169 -0.176 0.06
H 2.611061 2.251551 5.438365 0.019 0.154 0.052 0.39
H 3.435173 2.537107 3.892425 -0.020 0.355 0.026 0.36
C -4.484825 0.034540 -2.879517 -0.434 0.566 0.224 -0.71
C -4.625756 1.078027 -3.992437 -0.626 -0.240 0.622 -0.59
C -3.259723 1.586050 -4.341393 1.028 0.725 -0.661 0.51
C -3.239699 2.746762 -5.339347 -0.494 1.296 0.547 -1.03
C -3.752861 2.469620 -6.733019 0.525 -1.073 -0.973 -0.20
C -3.730310 3.657584 -7.704971 0.614 0.707 1.255 -1.32
H -5.463487 -0.417178 -2.683538 0.338 -0.272 0.061 0.44
H -4.124558 0.484441 -1.931677 -0.145 -0.163 -0.489 0.06
H -3.746532 -0.690035 -3.218631 -0.135 -0.377 0.198 0.08
H -5.073124 0.575360 -4.861453 0.032 0.220 0.109 0.35
H -5.331761 1.879126 -3.678771 0.508 -0.296 -0.221 0.33
H -2.696815 0.755276 -4.796433 0.074 0.059 0.288 -0.22
H -2.692125 1.931397 -3.444500 -0.476 -0.388 -0.416 0.13
H -3.903339 3.534687 -4.927738 0.291 -0.121 0.022 0.32
H -2.242443 3.216370 -5.369449 -0.168 -0.302 -0.121 0.35
H -3.140396 1.649015 -7.160847 -0.114 0.308 0.040 0.26
H -4.745987 2.032056 -6.690151 -0.343 0.121 0.101 0.32
H -4.119730 3.442356 -8.701207 0.179 0.014 0.164 0.36
H -4.247862 4.515845 -7.262243 -0.612 -0.239 -0.169 0.33
H -2.715934 4.091070 -7.720455 -0.043 -0.551 -0.572 0.31
C 4.509017 1.916043 0.095203 -0.297 0.241 -1.726 -0.38
C 4.459712 3.015972 1.091845 1.117 0.959 1.626 -0.13
C 4.960233 4.336666 0.552572 -0.310 0.283 -1.567 -0.93
C 5.074328 5.505497 1.482638 0.188 -0.260 1.929 -0.58
C 5.584583 6.797464 0.915214 -0.198 1.250 -1.318 -0.38
C 5.609374 7.976793 1.903070 -0.407 -0.850 0.797 -1.23
H 5.475222 1.857552 -0.433561 -0.140 0.029 0.418 0.37
H 3.783683 2.135785 -0.703789 0.050 -0.193 0.054 0.21
H 4.275198 0.942353 0.477036 -0.140 -0.478 0.410 -0.35
H 3.476383 3.235577 1.502165 -0.288 -0.527 0.097 0.12
H 5.132570 2.788404 1.928811 -0.272 -0.267 0.212 0.39
H 4.211705 4.629253 -0.187535 0.152 0.106 -0.534 0.29
H 5.903413 4.182177 0.019018 0.038 0.038 -0.020 0.32
H 4.108981 5.677288 1.980504 -0.051 0.083 -0.215 0.27
H 5.728650 5.247282 2.324386 0.128 -0.175 0.051 0.36
H 6.565127 6.716712 0.439119 0.192 -0.397 0.297 0.34
H 4.951473 7.063542 0.057359 -0.119 0.094 0.088 0.32
H 4.588694 8.213568 2.252356 0.314 0.160 -0.394 0.29
H 6.102913 7.624940 2.816953 0.218 0.192 -0.061 0.30
H 6.128788 8.878324 1.564100 -0.233 -0.255 -0.163 0.37
C 4.507500 0.686907 -3.710363 -0.992 -0.111 0.326 -1.44
C 3.136013 0.001011 -3.643208 0.842 -0.002 0.335 0.95
C 2.264099 0.419787 -4.786454 -0.917 0.171 -0.267 -1.36
C 0.804377 -0.042644 -4.651307 -0.411 -0.117 0.292 0.29
C 0.653317 -1.569686 -4.597450 0.293 0.380 -0.421 0.28
C -0.798839 -2.017609 -4.596752 -0.344 0.419 -0.796 -0.74
H 5.082887 0.311762 -2.879270 0.494 0.206 0.352 0.11
H 4.315374 1.765154 -3.602676 0.591 -0.220 -0.201 0.44
H 5.033421 0.420076 -4.626367 -0.017 0.331 -0.118 0.43
H 3.303523 -1.062769 -3.727097 0.009 -0.560 0.123 0.17
H 2.703587 0.164442 -2.649747 -0.240 0.164 -0.171 -0.31
H 2.753690 0.006826 -5.678205 -0.373 0.150 -0.198 0.27
H 2.254824 1.508452 -4.889661 0.155 0.039 -0.001 0.38
H 0.392285 0.317094 -3.692961 0.286 0.162 -0.174 -0.29
H 0.138557 0.406415 -5.411620 0.427 -0.274 -0.048 0.31
H 1.203936 -2.001173 -5.446471 -0.159 -0.117 0.147 0.51
H 1.163148 -1.890451 -3.696150 0.071 -0.296 0.259 -0.37
H -1.390468 -1.371521 -3.930071 0.077 -0.312 -0.040 -0.22
H -1.215575 -1.888884 -5.619574 0.103 -0.017 0.560 0.45
H -0.943950 -3.065810 -4.336067 0.074 0.015 0.170 0.19
C -1.312148 2.971496 2.331769 -0.289 0.420 -0.279 -0.62
C -2.826477 3.270421 2.179465 1.077 -0.330 -0.152 0.77
C -3.305056 4.132175 3.312701 -0.859 0.198 0.561 -1.23
C -3.290014 3.451046 4.666624 1.247 -1.071 -0.337 0.46
C -3.930871 4.273787 5.729664 -0.618 0.472 -0.359 -0.51
C -3.917556 3.687776 7.126370 0.542 0.099 -0.461 -1.32
H -0.980393 2.304017 1.530459 0.128 0.113 0.177 -0.08
H -1.107155 2.505337 3.308208 -0.073 0.008 -0.430 0.06
H -0.726540 3.907549 2.292547 -0.155 -0.364 -0.076 0.38
H -3.090527 3.720954 1.210643 0.399 -0.017 0.195 0.56
H -3.323447 2.300019 2.189076 -0.306 0.009 0.146 -0.84
H -4.358666 4.367215 3.154122 -0.101 0.376 -0.248 0.36
H -2.757159 5.074467 3.415188 0.034 0.018 -0.384 0.35
H -3.820797 2.501403 4.542557 0.019 -0.119 0.223 -0.31
H -2.240961 3.196479 4.940989 -0.564 0.088 0.022 0.24
H -3.453980 5.266719 5.705230 -0.125 -0.154 0.307 0.33
H -4.961141 4.434259 5.392413 -0.100 0.152 0.207 0.33
H -4.372832 2.694861 7.200836 -0.045 0.205 -0.127 0.30
H -2.869202 3.604402 7.424069 -0.130 -0.042 0.368 0.32
H -4.439131 4.394489 7.750846 -0.094 -0.025 0.661 0.41
C 7.630557 -0.810272 -1.264995 -0.116 0.828 -0.122 -1.33
C 6.559524 -1.867516 -1.439639 -0.414 -0.284 1.215 -0.42
C 5.586374 -1.893279 -0.216171 0.833 0.812 -0.341 0.15
C 4.350172 -2.747014 -0.405711 0.316 0.465 0.174 0.16
C 3.349195 -2.609357 0.719019 -0.533 -0.589 0.325 -0.12
C 2.082887 -3.419561 0.379479 0.110 1.063 0.345 -0.06
H 8.290452 -0.998515 -0.412210 -0.188 -0.034 -0.032 0.41
H 7.196690 0.210800 -1.148368 0.196 -0.679 0.018 0.16
H 8.245545 -0.775187 -2.156061 0.306 0.059 -0.169 0.40
H 6.019937 -1.712364 -2.376022 -0.103 -0.014 0.054 0.30
H 7.048625 -2.846004 -1.488446 -0.113 -0.021 -0.221 0.46
H 5.308772 -0.837082 0.021087 -0.028 -0.700 -0.274 -0.65
H 6.167333 -2.214747 0.660196 -0.124 -0.096 -0.090 0.49
H 3.851077 -2.391650 -1.305093 -0.083 -0.165 -0.395 -0.30
H 4.627139 -3.800775 -0.545244 -0.088 0.144 -0.046 0.36
H 3.750803 -2.965351 1.678381 0.110 0.017 -0.184 0.48
H 3.072904 -1.559143 0.892901 0.156 -0.124 -0.204 -0.48
H 1.667222 -3.014709 -0.554805 -0.069 -0.294 0.117 -0.28
H 2.329450 -4.471331 0.249936 -0.171 -0.082 0.050 0.55
H 1.344279 -3.262213 1.179719 0.037 -0.342 -0.352 -0.50
C 0.895570 0.227050 0.056351 -0.122 -0.084 -0.212 1.11
O 0.187568 0.359584 -1.179839 -0.126 0.666 0.256 -0.46
C -1.197644 0.093737 -1.084150 -0.350 -1.272 0.978 1.32
C -1.545494 -1.406941 -0.873155 0.470 1.204 -0.901 -0.90
O -1.443845 -1.793151 0.462286 0.228 0.442 0.275 0.78
C -1.787311 -3.134735 0.655295 -0.447 -0.069 0.471 -0.61
H 1.871709 0.735006 0.002954 -0.456 -0.084 -0.300 -0.39
H 1.053829 -0.831921 0.192012 0.210 -0.360 0.514 -0.26
H 0.343279 0.624734 0.924243 -0.005 -0.072 -0.354 -0.27
H -1.675729 0.363375 -2.024838 0.226 0.354 -0.002 -1.10
H -1.668171 0.610751 -0.227141 0.172 0.309 -0.345 -0.18
H -0.824207 -1.933346 -1.486595 0.244 -0.606 -0.316 0.03
H -2.546366 -1.571986 -1.307027 0.008 -0.160 0.360 0.47
H -1.054793 -3.849591 0.280458 0.164 0.081 -0.294 -0.33
H -2.759674 -3.308694 0.191555 -0.128 -0.357 -0.057 0.41
H -1.877290 -3.288059 1.729618 -0.042 -0.033 0.058 0.22